{"formula": "C11H11Cl2N4O2SV", "method": "ωB97M-V/def2-TZVPD", "symbols": ["V", "N", "C", "C", "C", "C", "C", "C", "S", "O", "O", "N", "C", "N", "C", "C", "C", "N", "H", "H", "H", "H", "H", "H", "H", "H", "H", "Cl", "C", "Cl", "H", "H"], "coordinates": [[-0.9345, 2.7619, 0.5810], [1.2405, -4.9062, 0.9604], [0.5465, -3.8117, 0.5313], [0.6248, -3.3956, -0.8071], [-0.0502, -2.2742, -1.2335], [-0.8168, -1.5444, -0.3294], [-0.9133, -1.9481, 0.9989], [-0.2359, -3.0664, 1.4292], [-1.6946, -0.1468, -0.8750], [-2.8272, 0.0736, -0.0136], [-1.8437, -0.1883, -2.2946], [-0.7352, 1.1708, -0.5038], [0.5284, 1.4126, -0.9798], [0.9268, 2.5940, -0.4415], [2.1378, 3.0467, -0.7688], [2.9447, 2.3250, -1.6231], [2.4405, 1.1197, -2.1039], [1.2334, 0.6528, -1.7954], [1.6141, -5.5412, 0.2775], [1.0074, -5.3118, 1.8493], [1.2137, -3.9693, -1.5115], [0.0007, -1.9594, -2.2660], [-1.5454, -1.3990, 1.6847], [-0.3194, -3.3873, 2.4597], [2.4437, 3.9916, -0.3384], [3.9243, 2.6773, -1.9057], [3.0275, 0.5113, -2.7820], [-1.2680, 4.7208, 1.9906], [-2.9246, 4.1848, 2.4802], [-3.1712, 2.6369, 1.6431], [-3.6371, 4.9237, 2.1321], [-2.9376, 4.0462, 3.5550]], "mulliken_spin": [1.044, 0.000, -0.001, 0.000, 0.000, 0.000, 0.000, 0.000, 0.004, 0.000, -0.002, -0.036, -0.003, -0.016, 0.016, -0.006, 0.014, -0.009, 0.000, 0.000, 0.000, 0.000, 0.000, 0.000, -0.001, 0.000, 0.001, -0.006, -0.006, 0.007, 0.000, 0.000], "relative_energy_kcal_mol": 20.4, "homo_lumo_gap_ha": [0.224, 0.232], "homo_energy_ev": [-10.7, -10.7], "total_charge": 1, "s2": 0.76, "spin_multiplicity": 2}

=====

{"formula": "C25H41F3O2P2W", "method": "ωB97M-V/def2-TZVPD", "symbols": ["W", "C", "C", "C", "C", "C", "C", "H", "H", "H", "C", "H", "H", "H", "C", "H", "H", "H", "C", "H", "H", "H", "C", "H", "H", "H", "C", "C", "C", "C", "C", "C", "C", "C", "H", "H", "H", "H", "H", "H", "H", "H", "H", "H", "H", "H", "P", "C", "C", "P", "C", "C", "C", "H", "H", "H", "H", "H", "H", "H", "H", "H", "H", "H", "H", "H", "H", "F", "C", "F", "F", "C", "O", "O"], "coordinates": [[1.4650, 1.1252, -0.8298], [3.5053, 0.6916, -1.2438], [3.1969, 2.0839, -1.4964], [2.7921, 1.6416, 0.7710], [3.2581, 0.4311, 0.1588], [2.7465, 2.6733, -0.2413], [3.8940, -0.3105, -2.2525], [3.3457, -0.1865, -3.2007], [3.7388, -1.3331, -1.8817], [4.9732, -0.2413, -2.4733], [3.4690, -0.8500, 0.8704], [4.0029, -1.5681, 0.2324], [2.5545, -1.3367, 1.2675], [4.1200, -0.6677, 1.7437], [2.3612, 1.7496, 2.1800], [3.2281, 1.5805, 2.8426], [1.6205, 0.9778, 2.4597], [1.9398, 2.7463, 2.3830], [1.9731, 3.9181, -0.1289], [2.6624, 4.7742, -0.1166], [1.3713, 3.9396, 0.7899], [1.2701, 4.0578, -0.9667], [2.9975, 2.6448, -2.8432], [3.9185, 3.1429, -3.1876], [2.1784, 3.3831, -2.8574], [2.7589, 1.8560, -3.5786], [-0.5984, -3.1317, 0.3507], [-0.1102, -2.9917, -0.8957], [0.4662, -1.6103, -1.3998], [-0.6793, -0.6462, -1.6967], [-0.7434, 0.6903, -0.9792], [-1.2867, 0.6801, 0.4601], [-0.5287, -0.5257, 1.1368], [-1.1477, -1.9323, 1.1378], [1.0783, -1.7989, -2.3122], [-1.6516, -1.2399, -1.3099], [1.1838, -1.1036, -0.6928], [-2.2194, -1.8348, 0.9312], [-0.5087, -4.0479, 0.9460], [-0.0491, -3.7733, -1.6555], [-1.0150, -2.2679, 2.1802], [0.5107, -0.5650, 0.7449], [-0.9646, 1.5619, 1.0516], [-0.3281, -0.2684, 2.1877], [-0.6805, -0.4494, -2.7850], [-0.9184, 1.5649, -1.6360], [-3.1510, -1.3387, -1.4459], [-3.3956, -3.1049, -1.2071], [-3.7104, -0.8300, -3.0511], [-2.9929, 1.1563, 0.1946], [-3.8878, -0.4160, -0.0854], [-3.3980, 2.1961, -1.2313], [-3.7925, 1.9528, 1.5635], [-3.3005, -3.4043, -0.1529], [-2.6489, -3.6754, -1.7810], [-4.4040, -3.3634, -1.5602], [-4.7752, -1.0931, -3.1308], [-3.1432, -1.3737, -3.8197], [-3.5877, 0.2474, -3.2106], [-4.8735, 1.7753, 1.5303], [-3.6133, 3.0308, 1.5039], [-3.3988, 1.5726, 2.5078], [-3.9064, -0.9853, 0.8653], [-4.9464, -0.2246, -0.3548], [-3.2633, 3.2482, -0.9328], [-4.4553, 2.0516, -1.5166], [-2.7699, 2.0070, -2.1103], [2.7841, -3.0220, 5.4001], [2.0508, -1.8824, 5.2752], [1.2100, -1.7654, 6.3522], [2.9240, -0.8300, 5.3786], [1.2588, -1.7704, 3.9123], [1.5275, -2.6257, 3.0435], [0.5083, -0.7662, 3.8986]], "mulliken_spin": [1.660, -0.136, 0.055, -0.083, 0.180, 0.046, -0.001, 0.000, 0.000, 0.000, -0.007, 0.000, -0.001, 0.002, -0.026, 0.005, -0.005, 0.004, -0.041, 0.017, 0.001, 0.001, -0.048, 0.025, 0.006, -0.004, -0.004, 0.020, 0.026, 0.162, -0.137, 0.088, 0.046, 0.009, -0.006, -0.024, 0.070, 0.001, 0.000, -0.001, 0.001, 0.086, -0.028, -0.005, -0.022, -0.015, 0.076, 0.001, -0.004, 0.006, 0.000, -0.003, -0.002, 0.000, 0.000, 0.003, 0.001, 0.000, 0.001, -0.001, 0.000, 0.000, 0.001, 0.001, 0.000, -0.001, 0.003, 0.000, 0.000, 0.000, 0.000, 0.000, 0.000, 0.000], "relative_energy_kcal_mol": 163.9, "homo_lumo_gap_ha": [0.155, 0.149], "homo_energy_ev": [-12.9, -12.6], "total_charge": 2, "s2": 2.06, "spin_multiplicity": 3}

=====

{"formula": "C18H47B3FNO11", "method": "ωB97M-V/def2-TZVPD", "symbols": ["C", "C", "O", "N", "C", "C", "C", "C", "B", "O", "B", "C", "C", "C", "F", "O", "B", "C", "C", "C", "O", "O", "H", "H", "H", "H", "H", "H", "H", "H", "H", "H", "H", "H", "H", "H", "H", "H", "H", "H", "H", "H", "H", "H", "H", "C", "O", "H", "H", "H", "H", "C", "O", "H", "H", "H", "H", "C", "O", "H", "H", "H", "H", "C", "O", "H", "H", "H", "H", "C", "O", "H", "H", "H", "H", "C", "O", "H", "H", "H", "H"], "coordinates": [[1.9137, -2.8265, 1.5428], [1.0671, -2.2384, 0.2254], [0.5071, -1.0141, 0.4336], [0.9737, -2.9718, -1.0943], [-0.4343, -3.0316, -1.6415], [-0.9163, -1.7066, -2.4775], [-0.0884, -1.4136, -3.8613], [1.1449, -0.3406, -3.6692], [0.6536, 1.2293, -3.4761], [1.7183, 2.2876, -3.3625], [1.4931, 2.8589, -2.0221], [2.5175, 2.8490, -0.7446], [3.8992, 1.9947, -0.9398], [3.7653, 0.4300, -0.3641], [4.4932, 2.0423, -2.2953], [0.1413, 3.4827, -1.7950], [-0.7843, 2.3098, -1.9819], [-1.7416, 1.6831, -0.8021], [-2.9967, 2.8899, -0.4162], [-4.4240, 2.2149, 0.3059], [-3.2890, 3.0962, 1.1055], [-0.7457, 1.6887, -3.3534], [1.1929, -2.7072, 2.4732], [2.8275, -2.0908, 1.7644], [2.2450, -3.9395, 1.3949], [1.6722, -2.6433, -1.7965], [-1.1769, -3.1513, -0.7309], [-0.5738, -3.9652, -2.3388], [-0.8386, -0.7649, -1.7875], [-2.0712, -1.8537, -2.7112], [-0.8502, -0.8978, -4.6214], [0.2664, -2.4031, -4.4264], [1.6719, -0.6348, -2.6418], [1.9783, -0.4154, -4.4885], [2.7704, 3.9407, -0.3543], [1.9295, 2.3320, 0.1565], [4.7040, 2.4989, -0.2159], [3.4260, 0.4077, 0.7698], [3.1029, -0.2531, -1.0443], [4.8545, -0.0571, -0.3764], [-1.2144, 1.5063, 0.2281], [-2.3328, 0.7626, -1.2198], [-3.1458, 3.8466, -1.2140], [-5.3827, 2.8758, 0.4250], [-4.3343, 1.0617, 0.5018], [-1.8751, -1.6506, 3.9215], [-0.7118, -1.6267, 3.1150], [-1.5848, -1.8340, 4.9585], [-2.3865, -0.6872, 3.8536], [-2.5374, -2.4514, 3.5837], [-1.0007, -1.4623, 2.2012], [-4.0549, 3.4906, -4.1104], [-5.4359, 3.2448, -4.3019], [-3.7250, 2.9774, -3.2042], [-3.4938, 3.1095, -4.9671], [-3.8870, 4.5647, -3.9998], [-5.6998, 3.7124, -5.1125], [4.7798, 5.8670, -2.3249], [3.7303, 5.0780, -2.8544], [4.5589, 6.9211, -2.5078], [4.8589, 5.6950, -1.2487], [5.7191, 5.6030, -2.8170], [3.9540, 4.1485, -2.6773], [0.2363, -3.8396, 6.6056], [1.2961, -3.6925, 5.6785], [0.5783, -4.4541, 7.4416], [-0.0629, -2.8566, 6.9774], [-0.6099, -4.3298, 6.1182], [0.9632, -3.1433, 4.9485], [-4.5922, -3.5686, -2.6630], [-3.4289, -3.5447, -3.4695], [-4.3019, -3.7520, -1.6260], [-5.1036, -2.6052, -2.7310], [-5.2545, -4.3694, -3.0008], [-3.7178, -3.3803, -4.3833], [2.2064, -1.4706, 8.2887], [1.6196, -2.3314, 9.2473], [1.4439, -1.1714, 7.5658], [2.6003, -0.5821, 8.7882], [3.0112, -1.9968, 7.7695], [2.3195, -2.5801, 9.8748]], "mulliken_charge": [-0.476, 0.254, -0.253, -0.213, -0.740, 1.107, -0.763, 0.336, 0.393, -0.192, 0.220, -0.584, 0.439, -0.748, -0.370, -0.194, 0.281, -0.425, 0.258, -0.539, -0.459, -0.317, -0.064, 0.189, 0.331, 0.337, 0.262, 0.287, -0.775, 0.092, 0.262, 0.290, -0.809, 0.361, 0.212, 0.257, 0.243, 0.277, -0.106, 0.365, 0.250, 0.218, 0.246, 0.268, 0.208, -0.577, -0.370, 0.125, 0.278, 0.316, 0.171, -0.291, -0.537, -0.067, 0.248, 0.308, 0.302, -0.616, -0.423, 0.235, 0.255, 0.281, 0.164, -0.549, -0.511, 0.238, 0.176, 0.280, 0.320, -0.589, -0.447, 0.204, 0.283, 0.286, 0.269, -0.452, -0.506, 0.120, 0.301, 0.256, 0.296], "smiles": "CC(=O)NCCCCB1OB(C[C@H]2CO2)OB(C[C@@H](C)F)O1.CO.CO.CO.CO.CO.CO", "homo_lumo_gap_ha": 0.355, "homo_energy_ev": -9.5}

=====

{"formula": "C3H10NO2", "method": "ωB97M-V/def2-TZVPD", "symbols": ["C", "C", "C", "O", "N", "H", "H", "H", "H", "H", "H", "H", "H", "H", "H", "O"], "coordinates": [[0.7086, -1.4470, -1.6570], [-0.2444, -0.6739, -0.7756], [0.2475, 0.6988, -0.0004], [-0.4719, 1.3110, 1.0609], [0.3880, -2.8505, -2.3215], [1.7217, -1.6157, -1.1977], [0.7344, -0.6958, -2.5061], [-1.0329, -0.4254, -1.4486], [-0.9118, -1.3294, -0.1580], [0.5620, 1.3109, -0.9613], [1.1745, 0.4011, 0.4812], [-0.2082, -2.7279, -3.0662], [-0.1158, -3.4086, -1.5912], [-0.7963, 3.4347, 3.0257], [-0.4232, 2.0604, 2.5597], [-0.4894, 2.6242, 3.4030]], "mulliken_charge": [-0.280, -0.675, -0.373, -0.907, -0.642, 0.280, 0.228, 0.222, 0.342, 0.098, 0.208, 0.238, 0.226, 0.253, 0.498, -0.715], "relative_energy_kcal_mol": 42.6, "homo_lumo_gap_ha": 0.262, "homo_energy_ev": -3.2, "total_charge": -1}

=====

{"formula": "H2N2O3", "method": "ωB97M-V/def2-TZVPD", "symbols": ["N", "N", "O", "O", "O", "H", "H"], "coordinates": [[-0.1904, -0.6134, 0.2141], [2.4310, -0.0468, -0.0577], [3.3391, -0.7720, -0.0239], [2.2046, 1.0807, 0.0131], [-0.3964, 0.6874, -0.1284], [-0.2581, -1.2800, -0.5078], [-0.4629, 1.2473, 0.6480]], "mulliken_charge": [-0.346, 0.850, -0.465, -0.393, -0.277, 0.253, 0.377], "relative_energy_kcal_mol": 48.1, "homo_lumo_gap_ha": [0.363, 0.320], "homo_energy_ev": [-9.7, -9.5]}

=====

{"formula": "C6H14N2O2", "method": "ωB97M-V/def2-TZVPD", "symbols": ["C", "C", "C", "O", "N", "H", "H", "H", "H", "H", "H", "H", "C", "C", "C", "O", "N", "H", "H", "H", "H", "H", "H", "H"], "coordinates": [[1.3380, -1.9666, -2.5618], [1.3810, -1.6117, 1.2474], [0.9096, -1.7867, -1.1223], [-0.2794, -1.6233, -0.8809], [1.8242, -1.9555, -0.1147], [1.9477, -2.8327, -2.7752], [2.7420, -1.6151, -0.3640], [0.6076, -0.8754, 1.2078], [0.4412, -2.0396, -3.1698], [1.9329, -1.1069, -2.8916], [1.0572, -2.5146, 1.7565], [2.2382, -1.2129, 1.7857], [-2.8844, 0.6440, 0.6499], [0.1626, 2.9124, 0.5854], [-0.7801, 1.8481, 1.0833], [-0.5295, 1.1309, 2.0417], [-1.8938, 1.6625, 0.3290], [-1.9364, 2.0026, -0.6161], [-2.6565, 0.2566, 1.6367], [-3.8438, 1.1410, 0.7651], [-0.2353, 3.8950, 0.8198], [-2.9305, -0.0882, -0.1480], [1.0536, 2.8947, 1.2201], [0.3336, 2.8415, -0.4839]], "mulliken_charge": [-1.145, -0.539, 0.662, -0.590, -0.239, 0.355, 0.285, 0.057, 0.291, 0.299, 0.227, 0.338, -0.854, -1.224, 0.791, -0.655, -0.216, 0.233, 0.304, 0.341, 0.362, 0.265, 0.308, 0.342], "relative_energy_kcal_mol": 18.2, "smiles": "CNC(C)=O.CNC(C)=O", "homo_lumo_gap_ha": 0.372, "homo_energy_ev": -9.4}